Version P
14
Properties=species:S:1:pos:R:3 method="wB97M-V/def2-TZVPD" lumo_energy_ev=0.57 orbital_gap_ev=8.78 smiles=NCc1ncoc1O homo_energy_ha=-0.302
N 0.009 -0.079 -2.068
C -0.092 0.960 -1.153
C 0.243 0.349 0.206
N 1.412 0.589 0.949
C 1.255 -0.048 2.027
O 0.163 -0.843 2.117
C -0.385 -0.640 0.929
O -1.527 -1.191 0.513
H 0.173 0.244 -3.049
H -0.866 -0.597 -1.996
H -1.071 1.572 -1.131
H 0.668 1.717 -1.412
H 1.809 -0.117 2.987
H -1.792 -1.918 1.081


Version Q
14
Properties=species:S:1:pos:R:3 method="wB97M-V/def2-TZVPD" lumo_energy_ev=0.57 orbital_gap_ev=10.01 smiles="[H]/N=C(/NC=O)[C@@H]1CO1" homo_energy_ha=-0.347
H -1.773 -1.740 0.281
N -0.858 -1.478 -0.238
C -0.236 -0.363 -0.309
N 0.862 0.104 -1.186
C 1.538 -0.561 -2.246
O 0.945 -1.554 -2.806
C -0.692 0.700 0.747
C -0.384 0.567 2.237
O -1.623 0.320 1.786
H 0.833 1.199 -1.414
H 2.476 -0.075 -2.483
H -1.020 1.860 0.532
H 0.051 -0.384 2.223
H -0.118 1.406 2.875


Which structure wins on stability? version P wins.


Version P
14
Properties=species:S:1:pos:R:3 method="wB97M-V/def2-TZVPD" lumo_energy_ev=0.79 orbital_gap_ev=9.50 smiles="O[C@H]1[C@H]2N=CNO[C@H]12" homo_energy_ha=-0.320
O -0.461 2.382 -1.025
C 0.054 1.658 0.036
C -0.589 0.390 0.489
N -1.284 -0.763 -0.036
C -0.472 -1.725 0.117
N 0.926 -1.628 0.467
O 1.591 -0.403 0.475
C 0.736 0.430 -0.193
H -1.507 2.147 -1.279
H 0.242 2.180 0.937
H -0.483 0.261 1.547
H -0.800 -2.700 -0.306
H 1.550 -2.350 0.075
H 0.497 0.122 -1.302


Version Q
14
Properties=species:S:1:pos:R:3 method="wB97M-V/def2-TZVPD" lumo_energy_ev=0.20 orbital_gap_ev=7.80 homo_energy_ha=-0.279
C 0.760 -0.664 -0.357
C 0.473 0.099 1.621
C -0.485 0.784 0.647
C -0.347 0.120 -0.550
H 2.480 -1.895 -0.845
H 0.779 -2.402 -0.682
H 0.509 0.195 2.688
H -2.061 1.504 0.263
H -0.915 0.419 -2.706
H -2.194 -0.786 -1.734
N 1.199 -1.598 -1.188
N -1.327 0.289 -1.568
O 1.222 -0.693 0.861
O -1.236 1.954 0.908


Which structure wins on stability? version P wins.


Version P
14
Properties=species:S:1:pos:R:3 method="wB97M-V/def2-TZVPD" lumo_energy_ev=0.00 orbital_gap_ev=9.09 smiles="[H]/N=c1/ccon1OC" homo_energy_ha=-0.334
H 0.797 -1.375 2.050
N 1.665 -0.959 1.267
C 0.923 -0.526 0.293
C 1.262 -0.317 -1.017
C 0.187 -0.157 -1.852
O -1.018 -0.435 -1.206
N -0.661 -0.515 0.333
O -1.196 0.498 0.994
C -0.711 1.778 0.895
H 2.270 -0.256 -1.316
H -0.147 0.339 -2.803
H -0.672 2.135 -0.202
H -1.674 2.520 1.355
H 0.142 1.786 1.501


Version Q
14
Properties=species:S:1:pos:R:3 method="wB97M-V/def2-TZVPD" lumo_energy_ev=0.47 orbital_gap_ev=10.47 smiles="O=C1CNCC=NO1" homo_energy_ha=-0.367
O -2.709 -0.310 -0.335
C -1.520 -0.442 -0.011
C -0.801 0.681 0.623
N 0.472 1.229 0.222
C 1.069 0.167 -0.770
C 1.386 -0.973 0.111
N 0.440 -1.803 0.413
O -0.846 -1.589 -0.173
H -1.467 1.521 0.578
H -0.744 0.386 1.797
H 0.192 1.930 -0.514
H 0.369 -0.291 -1.457
H 1.930 0.748 -1.253
H 2.228 -1.253 0.767


Version R
14
Properties=species:S:1:pos:R:3 method="wB97M-V/def2-TZVPD" lumo_energy_ev="-1.22 / -1.22" orbital_gap_ev="8.50 / 8.50" homo_energy_ha="-0.357 / -0.357"
C 0.081 0.047 0.453
C 1.511 0.175 0.351
C -0.207 -0.122 -0.937
C 1.316 -0.113 -1.127
N -0.934 -0.022 1.711
N -2.220 -0.095 1.305
O -2.932 -0.702 2.077
O -2.636 0.564 0.359
H 1.710 1.234 0.672
H 2.388 -0.402 0.930
H -0.761 -0.920 -1.493
H -0.696 0.833 -1.132
H 1.795 0.587 -1.811
H 1.585 -1.063 -1.357


Which structure wins on stability? version Q wins.


Version P
14
Properties=species:S:1:pos:R:3 method="wB97M-V/def2-TZVPD" lumo_energy_ev="-1.00 / -0.10" orbital_gap_ev="6.34 / 9.21" homo_energy_ha="-0.270 / -0.342"
C -1.085 -0.021 -1.601
C -0.477 -0.883 -0.782
C 0.478 1.129 -0.767
C 1.546 -0.623 0.449
N -0.558 1.224 -1.517
N 0.631 -0.169 -0.333
O -1.196 0.115 1.675
O -0.262 -0.226 2.588
H -2.018 0.044 -2.127
H -0.439 -1.943 -0.432
H 1.297 1.806 -0.683
H 2.218 0.103 0.865
H 1.367 -1.560 0.970
H -1.502 1.003 1.694


Version Q
14
Properties=species:S:1:pos:R:3 method="wB97M-V/def2-TZVPD" lumo_energy_ev=-0.94 orbital_gap_ev=8.74 homo_energy_ha=-0.356
C 0.762 1.600 0.042
C -0.230 0.490 -0.021
C 1.693 -1.232 -0.077
C -2.258 -0.413 -0.270
H 2.258 1.418 -0.110
H -0.037 2.482 -0.734
H 0.342 2.153 1.793
H -0.457 -1.596 0.657
H 1.702 -2.311 -0.236
H -3.366 -0.444 -1.084
N 0.224 -0.758 0.154
N -1.536 0.772 -0.124
O 2.689 -0.639 -0.219
O -1.785 -1.521 0.228


Version R
14
Properties=species:S:1:pos:R:3 method="wB97M-V/def2-TZVPD" lumo_energy_ev=0.83 orbital_gap_ev=10.66 homo_energy_ha=-0.361
H 1.478 -0.309 -2.941
N 0.685 -0.033 -2.366
C 0.797 -0.244 -1.152
N 1.504 -0.790 -0.115
C 0.238 -0.143 0.193
C 0.182 1.173 0.929
O -0.714 -1.109 0.631
C -2.003 -0.862 0.445
O -2.500 0.122 -0.009
H 2.407 -0.553 0.258
H -0.775 1.653 0.736
H 0.290 1.006 2.000
H 0.978 1.826 0.580
H -2.567 -1.738 0.810


Version S
14
Properties=species:S:1:pos:R:3 method="wB97M-V/def2-TZVPD" lumo_energy_ev=0.33 orbital_gap_ev=10.22 smiles="O[C@@H]1C=NN=COC1" homo_energy_ha=-0.363
O 0.469 1.881 0.961
C 1.027 0.653 0.346
C 0.658 0.427 -1.148
N -0.596 0.128 -1.636
N -1.586 -0.051 -0.592
C -1.264 -0.931 0.284
O -0.081 -1.553 0.421
C 0.966 -0.659 0.852
H -0.509 1.702 0.735
H 2.218 0.749 0.121
H 1.417 0.310 -1.983
H -1.967 -1.162 1.038
H 1.922 -1.289 0.623
H 0.767 -0.411 2.008


Which structure wins on stability? version R wins.


Version P
14
Properties=species:S:1:pos:R:3 method="wB97M-V/def2-TZVPD" lumo_energy_ev=0.20 orbital_gap_ev=8.50 smiles="COn1[nH]ccc1=O" homo_energy_ha=-0.305
C -2.647 0.116 0.284
O -1.424 -0.208 -0.471
N -0.204 -0.104 0.034
N 0.254 -1.455 0.060
C 1.609 -1.223 -0.013
C 1.978 0.080 0.173
C 0.815 0.826 -0.154
O 0.649 2.126 -0.008
H -2.398 1.097 0.568
H -3.172 -0.683 0.994
H -3.441 0.168 -0.388
H -0.696 -2.249 -0.082
H 2.091 -2.051 -0.053
H 2.930 0.498 0.405


Version Q
14
Properties=species:S:1:pos:R:3 method="wB97M-V/def2-TZVPD" lumo_energy_ev=0.67 orbital_gap_ev=9.57 smiles="C1=NO[C@H]2C[C@@H]2ON1" homo_energy_ha=-0.327
C 0.941 -1.523 0.365
N -0.181 -1.616 1.059
O -1.218 -0.719 1.227
C -1.103 0.220 0.090
C -1.387 1.437 -0.441
C 0.030 0.907 -0.136
O 1.034 0.492 -0.896
N 1.793 -0.540 -0.175
H 1.698 -2.167 0.764
H -1.223 -0.504 -0.706
H -1.903 1.621 -1.476
H -1.368 2.211 0.372
H 0.350 1.199 0.885
H 2.537 -1.019 -0.931


Version R
14
Properties=species:S:1:pos:R:3 method="wB97M-V/def2-TZVPD" lumo_energy_ev=0.60 orbital_gap_ev=10.48 homo_energy_ha=-0.363
C -0.361 0.297 -0.089
C -1.180 0.737 1.108
N 1.138 0.737 -0.005
C 0.871 1.623 -0.787
C 0.179 -1.223 0.118
N 0.958 -1.724 -0.892
O 0.918 2.527 -1.552
O -0.331 -1.961 0.940
H -0.922 0.247 -1.026
H 1.210 -2.700 -0.800
H 1.683 -1.131 -1.273
H -1.940 -0.003 1.375
H -0.550 0.885 1.990
H -1.672 1.691 0.893


Which structure wins on stability? version R wins.


Version P
14
Properties=species:S:1:pos:R:3 method="wB97M-V/def2-TZVPD" lumo_energy_ev=0.27 orbital_gap_ev=8.05 smiles="N=C=C(O)[C@@H](N)C=O" homo_energy_ha=-0.286
N 1.578 2.376 0.270
C 1.252 1.242 0.275
C 0.941 -0.016 0.127
O 1.889 -0.964 0.467
C -0.379 -0.486 -0.390
N -0.907 -1.579 0.443
C -1.392 0.732 -0.400
O -2.564 0.600 -0.061
H 2.593 2.473 0.145
H 1.393 -1.804 0.558
H -0.266 -0.835 -1.421
H -1.625 -1.175 1.059
H -1.448 -2.212 -0.149
H -1.064 1.648 -0.923


Version Q
14
Properties=species:S:1:pos:R:3 method="wB97M-V/def2-TZVPD" lumo_energy_ev=0.31 orbital_gap_ev=7.63 smiles=Nc1c[nH]c(O)c1O homo_energy_ha=-0.269
N -2.155 0.191 0.200
C -0.833 -0.203 -0.099
C -0.396 -1.434 -0.069
N 1.015 -1.435 -0.111
C 1.383 -0.105 0.013
O 2.630 0.370 0.048
C 0.226 0.694 -0.242
O 0.081 2.099 -0.288
H -2.939 -0.484 -0.352
H -2.372 1.276 -0.136
H -0.933 -2.400 0.185
H 1.665 -2.191 -0.541
H 2.616 1.334 0.576
H 0.012 2.289 0.814


Which structure wins on stability? version Q wins.